The following is a quantum chemistry calculation of C39H42N6OOsS2Te as an isolated structure, from the Open Molecules 2025 dataset.

Positions of all 92 atoms, in Å:
Os -0.8741 1.6647 0.9891
N -3.9987 3.2945 3.1298
C -3.0674 3.9243 3.9494
C -3.2416 4.7898 5.0215
C -2.0934 5.2510 5.6284
C -0.8233 4.8603 5.1755
C -0.6602 4.0010 4.1080
C -1.8121 3.5237 3.4855
N -2.0117 2.6605 2.3974
C -3.3352 2.5566 2.2407
C -3.8417 1.6589 1.2244
C -5.0787 1.1806 0.9345
S -4.9586 -0.0523 -0.2379
C -3.2692 0.1136 -0.2688
N -2.8175 1.0471 0.5255
H -5.0017 3.3575 3.2171
H -4.2240 5.0851 5.3640
H -2.1705 5.9260 6.4692
H 0.0521 5.2423 5.6826
H 0.3276 3.7183 3.7829
H -6.0303 1.4524 1.3628
H -2.6325 -0.4877 -0.9036
C 5.2548 3.2125 2.1002
C 3.8248 2.8470 1.8614
C 3.2514 2.9468 0.5926
C 1.9296 2.6127 0.4046
N 1.1326 2.1892 1.4025
C 1.6842 2.0648 2.6201
C 2.9998 2.3814 2.8827
H 5.4795 4.1893 1.6718
H 5.9126 2.4888 1.6150
H 5.4937 3.2317 3.1607
H 3.8318 3.3019 -0.2488
H 1.4706 2.7045 -0.5725
H 1.0387 1.6784 3.3975
H 3.3790 2.2672 3.8895
S -0.9924 5.1777 -2.0298
C -0.8764 5.8191 -0.4549
C -0.9667 4.8299 0.4666
N -1.1256 3.5721 -0.0718
C -1.1480 3.6248 -1.3879
H -0.7595 6.8761 -0.2798
H -0.9358 4.9665 1.5359
H -1.2825 2.7530 -2.0116
C -0.6165 -1.6453 3.0320
C -0.3013 -1.2814 1.6124
O 0.0995 -2.3750 0.8937
N -0.3857 -0.1254 1.1297
Te 1.0053 -2.0315 -0.8329
C 2.2174 -3.5497 -1.5760
C 1.7990 -4.7782 -2.1271
C 0.3823 -5.2632 -2.1361
C 2.7724 -5.5818 -2.7011
C 4.1212 -5.2523 -2.6701
C 5.1507 -6.1535 -3.2747
C 4.5049 -4.0624 -2.0419
C 3.5909 -3.2075 -1.4532
C 4.1212 -1.9827 -0.7451
C -0.7630 -2.0561 -1.9866
C -1.9346 -2.7614 -1.6682
C -2.1281 -3.7518 -0.5477
C -3.0460 -2.5419 -2.4836
C -3.0294 -1.6817 -3.5737
C -4.2376 -1.5215 -4.4488
C -1.8473 -1.0002 -3.8527
C -0.7075 -1.1736 -3.0818
C 0.5334 -0.3871 -3.4331
H 0.2892 -1.9938 3.5294
H -1.3299 -2.4695 3.0528
H -1.0247 -0.7879 3.5603
H -0.1084 -5.0616 -1.1894
H 0.3555 -6.3366 -2.3058
H -0.1919 -4.7836 -2.9327
H 2.4690 -6.5184 -3.1518
H 4.7568 -7.1472 -3.4718
H 6.0280 -6.2297 -2.6333
H 5.4900 -5.7315 -4.2245
H 5.5571 -3.8048 -2.0082
H 5.1889 -1.8917 -0.9294
H 3.9836 -2.0592 0.3364
H 3.6556 -1.0556 -1.0819
H -1.2577 -3.9020 0.0781
H -2.4263 -4.7150 -0.9623
H -2.9395 -3.4226 0.1055
H -3.9552 -3.0919 -2.2614
H -5.1608 -1.6533 -3.8860
H -4.2293 -2.2781 -5.2360
H -4.2551 -0.5470 -4.9339
H -1.8075 -0.3317 -4.7052
H 0.4989 -0.0674 -4.4727
H 1.4540 -0.9665 -3.3212
H 0.6249 0.5086 -2.8104

For the total energy, the calculation gives -83521.64197 eV. As for the charge: +3. Its spin multiplicity is 2. The frontier orbital gap (spin up / spin down) is 0.286 / 0.251 Ha. The calculation puts the maximum force at 0.92 eV/A. As for the HOMO energy (spin up / spin down): -15.82 / -15.67 eV. Its energy above the lowest of the compared OMol25 structures with the same formula, charge and spin is 0.0 kJ/mol.



The following is a quantum chemistry calculation of a 2-piece molecular cluster, C3H12N2O overall at a distorted geometry, from the Open Molecules 2025 dataset.

Positions of all 18 atoms, in Å:
N -0.4077 -0.9090 0.1799
C 0.2003 0.1800 -0.6008
C 0.9561 -0.3071 -1.8447
C -0.8710 1.2651 -0.8523
N -1.5005 1.7446 0.3540
H -0.7272 -1.6749 -0.4012
H 0.3166 -1.3412 0.7659
H 0.9167 0.6331 0.0838
H 1.9964 -0.4768 -1.5610
H 0.5326 -1.2320 -2.2075
H 0.9717 0.4625 -2.6254
H -1.6457 0.9561 -1.5529
H -0.3282 2.0649 -1.3874
H -0.9058 1.8139 1.1664
H -2.2898 1.1364 0.5329
H 1.3446 -2.0974 3.2275
H 0.3519 -0.9751 3.0815
O 1.0891 -1.2433 3.6412

For the total energy, the calculation gives -8332.01189 eV. As for the charge: -1. Its spin multiplicity is 2. The frontier orbital gap (spin up / spin down) is 0.112 / 0.348 Ha. The calculation puts the maximum force at 1.46 eV/A. As for the HOMO energy (spin up / spin down): 1.03 / -5.58 eV. Its energy above the lowest of the compared OMol25 structures with the same formula, charge and spin is 2.5 kJ/mol.



Question: Look up the spin multiplicity of the second one.
Answer: 2



Question: Which of these has the highest maximum force?
Answer: C3H12N2O



Question: Which formula does entry 2 have?
Answer: C3H12N2O



Question: Number 1 is which compound?
Answer: C39H42N6OOsS2Te